Density functional theory data (ωB97M-V/def2-TZVPD) for 13 unconnected molecules or ions with the total composition C40H113N7O19 in a non-equilibrium geometry.

Values from the calculation:
relative energy (zero: lowest compared OMol25 entry of this formula, charge and spin)	611.16	kJ/mol
HOMO-LUMO gap	9.19	eV
electronic energy	-3404.2198	Eh
max |F|	4.3	eV/Å
molar mass	996.374	g/mol

Geometry as XYZ:
```
179
Properties=species:S:1:pos:R:3:lowdin_charge:R:1
C -0.73392 3.25355 3.20968 -0.218
C -0.45128 4.26252 1.97743 -0.173
O -1.02773 5.51726 2.41078 -0.092
O 0.42633 3.26678 3.99367 -0.063
H -1.03085 2.30498 2.76231 0.081
H -1.57845 3.53827 3.83723 0.117
H -0.59666 3.97259 0.93680 0.084
H 0.60686 4.51467 1.90759 0.089
H -0.40023 5.88855 3.03526 0.082
H 0.35369 2.48026 4.53930 0.041
C 4.37728 -0.54881 3.45641 -0.239
C 5.05961 -0.53234 4.83549 -0.221
O 4.37296 -1.37587 5.73472 -0.098
O 5.15839 0.36146 2.73693 -0.058
H 3.33639 -0.24922 3.57840 0.087
H 4.37881 -1.55008 3.02565 0.124
H 4.92968 0.48475 5.20530 0.119
H 6.12418 -0.71927 4.97645 0.127
H 4.53179 -2.25509 5.38351 0.094
H 4.85263 0.60121 1.85907 0.050
C 0.19648 -0.71493 -8.44100 -0.263
C -0.35045 -0.35347 -7.07037 -0.271
O -0.41906 -1.27332 -6.01383 -0.058
O 1.59131 -0.80061 -8.41902 -0.039
H -0.15752 0.14250 -9.01336 0.117
H -0.40350 -1.53996 -8.82500 0.121
H -1.42142 -0.18288 -7.17998 0.111
H -0.05679 0.65421 -6.77637 0.116
H 0.36224 -1.83067 -6.03712 0.092
H 1.96719 -0.57707 -9.27362 0.090
C 1.90174 -4.85327 -1.81293 -0.238
C 1.64737 -3.38564 -1.26900 -0.189
O 1.55084 -2.55973 -2.46949 -0.080
O 3.23433 -5.08104 -2.19324 -0.055
H 1.29613 -5.04756 -2.69813 0.098
H 1.65277 -5.57226 -1.03244 0.109
H 2.44854 -3.05992 -0.60558 0.106
H 0.75235 -3.34962 -0.64791 0.087
H 0.94425 -1.85260 -2.23791 0.027
H 3.37744 -4.31981 -2.76038 0.079
C 3.67395 3.94631 1.55691 -0.212
C 3.11284 2.64317 0.91792 -0.219
O 4.16707 1.82582 0.46920 -0.082
O 3.99657 3.80656 2.94018 -0.069
H 2.93051 4.73371 1.43286 0.102
H 4.60738 4.32533 1.14079 0.114
H 2.53224 3.03034 0.08060 0.098
H 2.47742 2.13837 1.64560 0.116
H 4.72534 2.20698 -0.21245 0.090
H 4.76674 3.25964 3.11141 0.078
C -2.27040 -4.34125 -2.52942 -0.252
C -1.53199 -5.13442 -3.54634 -0.194
O -0.96483 -4.30446 -4.63203 -0.069
O -3.40014 -3.59826 -2.94263 -0.079
H -1.59272 -3.60546 -2.09646 0.115
H -2.59719 -4.96217 -1.69529 0.122
H -2.14762 -5.89240 -4.03067 0.120
H -0.75010 -5.62805 -2.96922 0.103
H -1.64564 -3.65773 -4.83161 0.056
H -4.19959 -3.97735 -2.57010 0.087
C -0.55042 -0.92300 4.71114 -0.049
C 0.94116 -0.61699 5.08301 -0.392
C 1.02065 0.45180 6.24081 -0.115
O -0.00508 1.53107 6.22106 -0.230
C 0.02738 2.30973 7.35080 -0.134
N 1.72822 -1.79242 5.44501 0.060
H -0.83812 -1.85506 4.22475 0.060
H -0.92942 -0.07862 4.13540 0.054
H -1.23681 -0.82042 5.55164 0.067
H 1.31421 -0.10371 4.19674 0.103
H 2.03525 0.84018 6.32938 0.125
H 0.84535 -0.12989 7.14580 0.119
H -0.48149 1.80510 8.17209 0.094
H -0.54137 3.15782 6.96953 0.096
H 0.99789 2.71357 7.63913 0.096
H 2.56302 -1.28689 5.70510 0.027
H 1.30636 -2.21512 6.25953 0.093
C -5.02793 -0.49084 -5.64639 -0.060
C -5.26230 -1.65615 -4.68371 -0.399
C -5.02508 -1.28598 -3.12187 -0.153
O -5.69731 -0.03832 -2.73818 -0.205
C -5.45811 0.52067 -1.43847 -0.095
N -6.60970 -2.16549 -4.72174 0.023
H -5.32315 -0.85265 -6.63130 0.075
H -4.04775 -0.02714 -5.53528 0.067
H -5.61006 0.38216 -5.35128 0.070
H -4.59632 -2.48741 -4.91517 0.111
H -3.97307 -1.21932 -2.84450 0.092
H -5.34733 -2.14537 -2.53390 0.082
H -6.01694 1.45287 -1.35602 0.093
H -4.41809 0.37156 -1.14826 0.078
H -5.97078 -0.05638 -0.66888 0.062
H -7.26892 -1.80284 -4.04793 0.072
H -7.04220 -2.17437 -5.63440 0.067
C 1.07889 5.66332 -1.59086 -0.077
C -0.24302 5.67998 -2.34797 -0.421
C -1.35122 4.71919 -1.67928 -0.127
O -2.56296 4.89621 -2.52256 -0.223
C -3.48476 3.80794 -2.40308 -0.107
N -0.61614 7.09269 -2.46549 0.047
H 1.49948 4.65842 -1.55370 0.055
H 0.87270 6.05378 -0.59431 0.077
H 1.76235 6.33212 -2.11401 0.076
H -0.14308 5.25560 -3.34698 0.128
H -1.66473 5.12065 -0.71562 0.114
H -0.96269 3.70106 -1.70326 0.100
H -4.02079 3.87736 -1.45653 0.089
H -2.99291 2.87071 -2.66340 0.069
H -4.21979 3.89188 -3.20356 0.085
H -0.55327 7.47583 -1.53310 0.067
H -1.61273 7.01034 -2.60739 0.059
C -4.00433 -2.33377 4.34715 -0.066
C -3.97305 -1.32047 3.23714 -0.412
C -4.99054 -1.52819 2.11726 -0.197
O -4.81225 -2.81917 1.54657 -0.201
C -4.02358 -2.80766 0.34181 -0.070
N -4.29127 0.00102 3.83346 0.042
H -3.95407 -3.37533 4.02976 0.082
H -4.79732 -2.20538 5.08387 0.079
H -3.16730 -2.23763 5.03871 0.059
H -2.99675 -1.39162 2.75767 0.103
H -5.03292 -0.80448 1.30328 0.102
H -6.01627 -1.61298 2.47611 0.129
H -3.15742 -2.15125 0.42544 0.076
H -4.68048 -2.59462 -0.50152 0.065
H -3.79813 -3.87171 0.27056 0.088
H -5.10161 -0.09764 4.42819 0.067
H -3.54601 0.49544 4.30276 0.057
C 5.36697 5.45807 -2.06963 -0.065
C 5.15633 4.92021 -3.50142 -0.389
C 3.97725 3.88061 -3.50386 -0.194
O 4.45709 2.72609 -2.82170 -0.223
C 3.93334 1.39324 -3.12126 -0.045
N 4.91359 6.15154 -4.29870 0.031
H 5.45025 4.61545 -1.38322 0.054
H 4.51763 6.02033 -1.68158 0.068
H 6.19403 6.16714 -2.10559 0.076
H 6.02973 4.48173 -3.98414 0.139
H 4.03187 3.58074 -4.55038 0.104
H 2.93771 4.20364 -3.44813 0.109
H 3.43209 1.48031 -4.08525 0.081
H 3.20719 1.04116 -2.38857 0.066
H 4.78364 0.71270 -3.16552 0.092
H 5.12760 5.85077 -5.23882 0.060
H 3.91746 6.28454 -4.39932 0.060
C 1.56454 -0.33570 0.85877 -0.057
C 0.12664 0.06367 0.73920 -0.360
C -0.21777 0.61358 -0.75577 -0.185
O -0.51391 -0.50942 -1.48002 -0.208
C -0.87035 -0.27645 -2.83356 -0.077
N -0.82033 -0.95555 1.25788 0.081
H 2.22352 0.21058 0.18393 0.068
H 1.62884 -1.39590 0.61396 0.053
H 1.99703 -0.28987 1.85825 0.059
H 0.01599 0.90142 1.42770 0.103
H 0.60278 1.25492 -1.07746 0.111
H -1.06455 1.29992 -0.75508 0.108
H 0.00008 0.05819 -3.39791 0.091
H -1.56798 0.53437 -3.04332 0.083
H -1.29853 -1.16369 -3.30000 0.086
H -1.63602 -0.41681 1.51186 0.057
H -0.94558 -1.41546 0.36743 0.050
C -0.25048 -4.86209 2.04429 -0.015
C 0.71644 -4.39074 3.15490 -0.481
C 1.75845 -5.31174 3.60568 -0.228
O 1.18636 -6.41770 4.33915 -0.170
C 2.28745 -7.14417 4.99542 -0.101
N 1.37435 -3.22525 2.68053 0.056
H -0.76708 -5.80123 2.24239 0.079
H 0.17193 -4.92547 1.04147 0.056
H -0.94605 -4.02340 2.01463 0.060
H 0.27662 -4.13304 4.11836 0.129
H 2.51669 -4.86084 4.24590 0.117
H 2.25350 -5.70921 2.71965 0.131
H 3.06514 -7.57261 4.36317 0.081
H 1.76460 -7.94273 5.52175 0.080
H 2.84395 -6.66598 5.80149 0.075
H 1.75284 -2.85849 3.54212 0.030
H 0.69982 -2.53841 2.37497 0.028
```